1.
Computed, not measured: a 5-piece molecular cluster, CH12NO4 overall at a distorted geometry, with ωB97M-V with the def2-TZVPD basis set.

Last columns: bonded neighbours and bond lengths (Å).
Cartesian coordinates (Å):
1 C 2.4548 -1.3663 1.2642  N2 1.265, H3 1.105, H4 1.114
2 N 1.2700 -1.8040 1.3242  C1 1.265, H5 1.065, H6 1.047
3 H 3.2892 -1.9042 1.7494  C1 1.105
4 H 2.5439 -0.2582 1.1957  C1 1.114
5 H 0.3984 -1.2538 1.0547  N2 1.065
6 H 1.1397 -2.8285 1.4964  N2 1.047
7 H -5.0216 4.1213 -0.4824  O9 0.924
8 H -6.1334 3.1677 -0.9434  O9 0.966
9 O -5.2639 3.5329 -1.1525  H7 0.924, H8 0.966
10 H 2.9109 -0.9034 -2.1412  O12 0.954
11 H 2.4174 0.6758 -2.2155  O12 1.024
12 O 2.6873 -0.1248 -1.6373  H10 0.954, H11 1.024
13 H -0.6445 -2.4360 -0.6782  O15 0.948
14 H -0.6063 -1.0108 -1.2179  O15 0.992
15 O -0.6096 -1.5377 -0.3771  H13 0.948, H14 0.992
16 H -0.6957 0.9537 0.3691  O18 0.933
17 H -0.1503 1.9137 1.4263  O18 0.981
18 O 0.0136 1.0627 0.9656  H16 0.933, H17 0.981

Summary:
Spin multiplicity: 1
Total charge: +1
ΔE to the lowest compared entry with this formula, charge and spin: 146.36 kJ/mol

=====

2.
Computed, not measured: a 2-piece molecular cluster, C8H9N3 overall at a distorted geometry, with ωB97M-V with the def2-TZVPD basis set.

Last columns: bonded neighbours and bond lengths (Å).
Cartesian coordinates (Å):
1 C 3.0362 -0.5816 0.0009  C2 1.545, H11 1.297, H12 1.121, N18 1.573
2 C 1.5295 -0.2411 0.0151  C1 1.545, N19 1.360, N20 1.432
3 C -0.5498 0.5781 -0.2267  C4 1.515, C8 1.379, N19 1.463
4 C -1.7831 1.4566 -0.2633  C3 1.515, C5 1.469, H13 1.266
5 C -3.0749 0.9533 0.2230  C4 1.469, C6 1.464, H14 1.006
6 C -3.0760 -0.5032 0.3751  C5 1.464, C7 1.475, H15 1.138
7 C -1.9358 -1.3374 -0.0481  C6 1.475, C8 1.341, H16 1.149
8 C -0.7163 -0.7800 -0.0565  C3 1.379, C7 1.341, N20 1.324
9 H 4.0350 1.0486 1.3901  N18 1.211
10 H 2.9358 1.7527 -0.0748  no bonds
11 H 3.4166 -0.6447 -1.2379  C1 1.297
12 H 3.2564 -1.3729 0.7641  C1 1.121
13 H -1.8565 2.5968 -0.8078  C4 1.266
14 H -3.7977 1.6500 0.1523  C5 1.006
15 H -3.9907 -0.8900 0.9306  C6 1.138
16 H -2.2916 -2.3793 -0.3760  C7 1.149
17 H 0.8218 -2.0838 -0.1788  N20 0.917
18 N 3.8912 0.7185 0.2334  C1 1.573, H9 1.211
19 N 0.8613 0.9387 -0.0891  C2 1.360, C3 1.463
20 N 0.5178 -1.2209 -0.2412  C2 1.432, C8 1.324, H17 0.917

Summary:
Spin multiplicity: 1
ΔE to the lowest compared entry with this formula, charge and spin: 625.95 kJ/mol

=====

3.
Computed, not measured: a 2-piece molecular cluster, C3H3N2O2S overall at a distorted geometry, with ωB97M-V with the def2-TZVPD basis set.

Last columns: bonded neighbours and bond lengths (Å).
Cartesian coordinates (Å):
1 C -0.2606 0.5432 0.3887  C3 1.398, N4 1.394, O6 1.263
2 C -0.4668 -1.9650 0.2848  N4 1.174
3 C -0.6505 1.4861 -0.5676  C1 1.398, S8 1.705, H9 1.126
4 N -0.5425 -0.8011 0.1499  C1 1.394, C2 1.174
5 N -2.0863 2.6520 -2.2774  S8 1.466
6 O 0.3963 0.7590 1.4457  C1 1.263
7 O 2.3361 -2.2445 0.6590  H10 0.971, H11 0.981
8 S -1.9554 1.3322 -1.6537  C3 1.705, N5 1.466
9 H -0.3283 2.5305 -0.2958  C3 1.126
10 H 2.0900 -1.6155 1.3568  O7 0.971
11 H 1.4680 -2.6770 0.5095  O7 0.981

Summary:
Spin multiplicity: 1
Total charge: -1
ΔE to the lowest compared entry with this formula, charge and spin: 338.35 kJ/mol

=====

Number 1: E_tot -10904.2484 eV. Number 2: E_tot -12905.7218 eV. Number 3: E_tot -21068.0985 eV.